Record 1
{"formula": "C2H12N2O2", "method": "ωB97M-V with the def2-TZVPD basis set", "species": ["N", "C", "C", "N", "H", "H", "H", "H", "H", "H", "H", "H", "O", "H", "H", "O", "H", "H"], "xyz": [[-1.439, 0.759, 1.484], [-0.213, -0.008, 1.720], [1.043, 0.754, 1.332], [1.038, 0.972, -0.097], [-2.179, 0.244, 1.941], [-1.480, 1.679, 1.901], [-0.089, -0.287, 2.779], [-0.240, -0.933, 1.146], [1.875, 0.114, 1.637], [1.084, 1.690, 1.884], [1.782, 1.472, -0.557], [0.121, 1.236, -0.420], [-2.527, -0.636, -1.818], [-2.780, -1.407, -2.337], [-2.200, -0.958, -0.960], [2.173, -1.418, -2.136], [2.771, -2.106, -1.829], [1.694, -1.144, -1.344]], "lumo_energy_ev": 0.784, "charge": 0, "e_homo_ev": -9.07, "largest_force_ev_per_a": 1.12, "total_energy_ha": -343.3695}


Record 2
{"formula": "C5H12N2O2", "method": "ωB97M-V with the def2-TZVPD basis set", "species": ["C", "C", "O", "C", "N", "O", "N", "C", "C", "H", "H", "H", "H", "H", "H", "H", "H", "H", "H", "H", "H"], "xyz": [[-1.618, -1.197, -0.624], [-0.973, 0.112, -0.159], [-0.532, 0.115, 1.200], [0.391, -0.877, 1.537], [0.708, -0.714, 2.848], [0.688, -1.899, 0.942], [0.054, 0.666, -1.064], [0.203, 2.113, -0.947], [1.333, 0.001, -1.257], [-2.493, -0.983, -1.248], [-1.941, -1.800, 0.230], [-0.954, -1.825, -1.224], [-1.801, 0.834, -0.157], [0.181, -0.037, 3.379], [0.996, -1.546, 3.343], [0.781, 2.505, -1.791], [0.693, 2.398, -0.011], [-0.768, 2.616, -0.994], [1.798, 0.360, -2.183], [2.029, 0.236, -0.444], [1.225, -1.079, -1.377]], "lumo_energy_ev": 0.829, "charge": 0, "e_homo_ev": -8.53, "largest_force_ev_per_a": 2.51, "total_energy_ha": -457.7111}


Record 3
{"formula": "C5H8O2", "method": "ωB97M-V with the def2-TZVPD basis set", "species": ["C", "C", "C", "C", "O", "C", "O", "H", "H", "H", "H", "H", "H", "H", "H"], "xyz": [[-1.912, -0.074, 0.002], [-0.482, 0.160, -0.360], [0.364, 1.235, 0.267], [0.773, -0.207, 0.367], [0.851, -0.944, 1.533], [1.276, -0.659, -0.996], [0.034, -0.241, -1.627], [-2.559, 0.768, -0.263], [-1.958, -0.219, 1.087], [-2.285, -0.980, -0.483], [0.929, 1.931, -0.349], [-0.068, 1.647, 1.176], [1.491, -0.545, 2.134], [2.128, -0.130, -1.436], [1.419, -1.743, -1.052]], "lumo_energy_ev": 0.768, "charge": 0, "e_homo_ev": -8.99, "largest_force_ev_per_a": 0.44, "total_energy_ha": -345.7142}


Record 4
{"formula": "C14H18N7OS6V", "method": "ωB97M-V with the def2-TZVPD basis set", "species": ["V", "N", "C", "S", "N", "N", "C", "C", "C", "C", "C", "C", "N", "H", "H", "H", "H", "H", "H", "H", "S", "S", "S", "S", "S", "C", "N", "C", "C", "C", "C", "H", "H", "H", "H", "H", "C", "N", "C", "N", "O", "H", "H", "H", "H", "H", "H"], "xyz": [[-0.145, -0.803, -0.001], [3.638, -2.969, -1.130], [2.497, -2.244, -1.012], [1.313, -2.769, 0.123], [2.415, -1.193, -1.809], [1.270, -0.494, -1.614], [1.000, 0.435, -2.448], [-0.208, 1.216, -2.207], [-0.659, 2.184, -3.085], [-1.801, 2.906, -2.756], [-2.453, 2.631, -1.570], [-1.959, 1.626, -0.750], [-0.864, 0.933, -1.062], [3.639, -3.894, -0.736], [4.192, -2.809, -1.956], [1.646, 0.643, -3.295], [-0.123, 2.359, -4.008], [-2.170, 3.678, -3.418], [-3.330, 3.183, -1.267], [-2.434, 1.376, 0.186], [-1.621, -2.086, -1.475], [-3.388, -1.306, -0.804], [-3.352, -1.859, 1.180], [-1.572, -1.036, 1.817], [-0.776, 3.685, 1.920], [0.793, 3.419, 1.412], [1.089, 3.375, 0.074], [2.308, 3.098, -0.448], [3.370, 2.874, 0.362], [3.156, 2.957, 1.759], [1.921, 3.225, 2.265], [0.302, 3.522, -0.545], [2.369, 3.074, -1.526], [4.339, 2.649, -0.056], [3.991, 2.812, 2.434], [1.746, 3.295, 3.329], [3.828, -0.492, 1.716], [2.820, -0.065, 2.673], [1.560, 0.256, 2.323], [0.704, 0.598, 3.297], [1.214, 0.297, 1.116], [4.778, -0.012, 1.950], [3.513, -0.186, 0.724], [3.953, -1.573, 1.723], [3.042, -0.107, 3.652], [0.905, 0.444, 4.268], [-0.240, 0.841, 3.032]], "lumo_energy_ev": [-0.540, -0.653], "charge": 0, "e_homo_ev": [-6.90, -6.90], "largest_force_ev_per_a": 0.39, "s_squared": 2.035, "multiplicity": 3, "total_energy_ha": -4336.1308}


Record 5
{"formula": "C4H13N3O", "method": "ωB97M-V with the def2-TZVPD basis set", "species": ["C", "C", "C", "N", "H", "H", "H", "H", "H", "H", "H", "H", "H", "C", "N", "N", "O", "H", "H", "H", "H"], "xyz": [[0.526, 0.361, -0.335], [1.112, -1.009, -0.642], [0.356, 1.132, -1.650], [1.514, 1.073, 0.493], [-0.803, 1.298, 0.324], [1.181, 1.996, 0.752], [1.705, 0.563, 1.350], [1.291, -1.585, 0.274], [-0.306, 0.595, -2.333], [2.074, -0.930, -1.162], [0.447, -1.590, -1.284], [1.322, 1.281, -2.145], [-0.085, 2.119, -1.481], [-1.206, -0.219, 0.777], [-1.882, -1.202, 0.087], [-0.703, -0.565, 2.011], [-1.781, 1.014, 0.698], [-0.262, -1.468, 2.099], [-1.756, -2.168, 0.352], [-2.199, -0.907, -0.823], [-0.545, 0.210, 2.638]], "lumo_energy_ev": 0.722, "charge": 0, "e_homo_ev": -6.90, "largest_force_ev_per_a": 3.35, "total_energy_ha": -399.6262}


Record 6
{"formula": "C4H7NO2", "method": "ωB97M-V with the def2-TZVPD basis set", "species": ["C", "C", "C", "O", "O", "C", "N", "H", "H", "H", "H", "H", "H", "H"], "xyz": [[-0.128, 0.629, 0.444], [0.964, -0.380, 0.759], [-1.075, -0.653, -0.699], [-0.801, 1.098, 1.521], [0.184, 1.634, -0.407], [1.197, -0.956, -0.584], [1.907, -1.107, -1.515], [-1.438, 1.767, 1.216], [1.103, 1.508, -0.719], [0.579, -1.136, 1.447], [1.842, 0.125, 1.191], [-0.970, -1.596, -1.238], [-1.831, -0.904, 0.054], [-1.534, -0.028, -1.468]], "lumo_energy_ev": 0.515, "charge": 0, "e_homo_ev": -9.24, "largest_force_ev_per_a": 4.72, "total_energy_ha": -361.7355}


Record 7
{"formula": "C3H10N3", "method": "ωB97M-V with the def2-TZVPD basis set", "species": ["C", "N", "C", "N", "C", "N", "H", "H", "H", "H", "H", "H", "H", "H", "H", "H"], "xyz": [[1.743, -0.564, 0.005], [0.462, 0.181, 0.346], [0.503, 1.592, -0.206], [-0.581, -0.664, -0.357], [-1.753, -0.513, 0.136], [-2.709, -1.102, -0.498], [1.878, -0.549, -1.067], [2.666, -0.288, 0.441], [1.786, -1.597, 0.287], [0.211, 0.180, 1.362], [0.218, 2.370, 0.550], [1.416, 1.877, -0.722], [-0.174, 1.649, -1.112], [-2.044, 0.045, 0.987], [-3.675, -1.017, -0.174], [-2.442, -1.708, -1.297]], "lumo_energy_ev": -3.025, "charge": 1, "e_homo_ev": -14.01, "largest_force_ev_per_a": 3.31, "total_energy_ha": -284.2650}


Record 8
{"formula": "CH33O16", "method": "ωB97M-V with the def2-TZVPD basis set", "species": ["C", "O", "H", "H", "H", "O", "H", "H", "O", "H", "H", "O", "H", "H", "O", "H", "H", "O", "H", "H", "O", "H", "H", "O", "H", "H", "O", "H", "H", "O", "H", "H", "O", "H", "H", "O", "H", "H", "O", "H", "H", "O", "H", "H", "O", "H", "H", "O", "H", "H"], "xyz": [[0.265, -0.398, -0.472], [1.124, -0.303, 0.584], [0.683, -0.060, -1.463], [-0.600, 0.184, -0.189], [0.041, -1.441, -0.486], [0.412, 2.445, 0.200], [0.383, 2.825, 1.054], [0.518, 1.496, 0.367], [3.162, 0.786, -0.565], [3.277, 1.162, 0.325], [2.359, 0.246, -0.360], [-3.190, 0.234, 1.028], [-3.790, 0.438, 0.320], [-3.362, -0.595, 1.525], [0.737, 0.733, 3.579], [0.049, 0.825, 2.930], [0.800, -0.180, 3.803], [2.703, -1.338, 2.524], [2.725, -2.139, 2.022], [2.141, -0.780, 1.959], [-2.475, -0.545, -2.596], [-2.175, 0.316, -2.359], [-2.642, -0.657, -3.531], [1.701, -3.154, 0.779], [2.226, -3.403, 0.024], [1.250, -2.315, 0.629], [-0.914, -1.531, 2.189], [-0.330, -1.231, 1.497], [-0.823, -2.455, 2.049], [-1.020, -3.569, -2.953], [-0.732, -2.705, -3.009], [-1.775, -3.489, -3.558], [3.127, 1.413, 2.095], [3.316, 2.350, 1.876], [2.180, 1.422, 2.177], [-0.466, 1.275, -3.411], [0.271, 0.821, -2.946], [-0.026, 1.992, -3.955], [2.564, 1.582, -3.207], [2.380, 2.390, -2.734], [2.665, 0.987, -2.443], [-1.565, 1.973, 2.260], [-1.870, 2.017, 3.174], [-1.995, 1.250, 1.811], [-2.497, 2.188, -1.135], [-3.028, 2.694, -0.519], [-1.670, 2.048, -0.683], [-2.269, -2.263, -0.099], [-2.111, -1.732, 0.670], [-1.736, -1.807, -0.776]], "lumo_energy_ev": 2.560, "charge": -1, "e_homo_ev": -5.87, "largest_force_ev_per_a": 3.43, "total_energy_ha": -1261.7623}